# 1
Density functional theory data (the ωB97M-V functional and the def2-TZVPD basis) for a molecular structure, C10H17NOSn in a non-equilibrium geometry.

Atoms and positions in Å:
C1 -2.7723 -1.0047 -0.1857
C2 -2.5208 0.2600 0.3628
C3 -1.2815 0.2145 1.0385
C4 -0.7844 -1.1725 0.9399
C5 -1.7642 -1.9037 0.1628
Sn1 0.4849 -0.2724 -0.9132
N1 0.9151 -2.4537 -1.3605
C6 0.4940 1.8192 -1.8490
C7 -0.0877 2.7986 -1.1510
H1 -0.8426 0.9627 1.6894
H2 -3.1634 1.1575 0.2903
H3 -0.0125 -1.6173 1.5739
H4 -1.6764 -2.9527 -0.0790
H5 -3.6527 -1.2758 -0.7458
H6 -1.1922 2.8923 -1.2439
H7 1.5523 1.5440 -1.8415
H8 1.7811 -1.7694 -1.5760
H9 0.5448 3.3560 -0.4232
H10 -0.0558 1.1383 -2.5950
C8 3.1012 -1.6125 1.2511
C9 2.3835 -0.3359 1.6185
C10 3.2417 0.5987 2.4370
O1 1.9327 0.3853 0.4742
H11 3.9148 -1.4108 0.5483
H12 2.4371 -2.3477 0.7919
H13 3.5404 -2.0626 2.1439
H14 1.5143 -0.6067 2.2419
H15 4.0272 1.0313 1.8183
H16 2.6444 1.4197 2.8308
H17 3.7063 0.0816 3.2770

Cartesian forces (eV/Å) of the 3 atoms listed first:
C -0.3 -0.6 0.2
C 0.3 0.9 0.0
C 0.0 -0.8 -0.4

Computed properties:
Charge ... 0
Highest occupied orbital energy (alpha / beta) ... -7.82 / -7.86 eV
Largest force on an atom ... 6.047 eV/A
Electronic energy ... -20006.9548 eV
Orbital gap (alpha / beta) ... 5.6 / 5.5 eV

Atomic partial charges in e from the Löwdin method, atoms 1 to 8:
1. C -0.1653
2. C -0.1718
3. C -0.2055
4. C -0.2985
5. C -0.1791
6. Sn 1.3002
7. N -0.1464
8. C -0.2764

---

# 2
Density functional theory data (the ωB97M-V functional and the def2-TZVPD basis) for 2 unconnected molecules or ions with the total composition C5H14 in a non-equilibrium geometry.

Atoms and positions in Å:
C1 -1.7380 0.2917 1.2265
C2 -1.5803 -0.0613 -0.2634
C3 -1.2546 -1.5382 -0.4118
H1 -2.4809 -0.3598 1.6895
H2 -2.0334 1.3301 1.3593
H3 -0.8190 0.1050 1.7893
H4 -2.5176 0.1868 -0.7565
H5 -0.7858 0.5682 -0.6557
H6 -1.1496 -1.8265 -1.4582
H7 -0.3496 -1.8599 0.1064
H8 -2.0616 -2.1506 0.0010
C4 2.4429 -0.0555 -0.3522
C5 1.9306 1.3609 -0.2253
H9 1.7614 -0.6433 -0.9673
H10 3.4169 -0.0825 -0.8458
H11 2.5984 -0.5403 0.6118
H12 2.5540 2.0041 0.3903
H13 0.9637 1.4323 0.2677
H14 1.8133 1.8942 -1.1714

Cartesian forces (eV/Å) of the 3 atoms listed first:
C 0.0 -0.3 -0.1
C 0.2 0.0 1.2
C -0.3 -0.4 -0.4

Computed properties:
ΔE to the lowest compared entry with this formula, charge and spin ... 1.2 kcal/mol
Charge ... 0
SMILES string ... CCC.CC
Highest occupied orbital energy ... -11.47 eV
Largest force on an atom ... 1.232 eV/A
Electronic energy ... -5411.9954 eV
Orbital gap ... 12.6 eV

Atomic partial charges in e from the Löwdin method, atoms 1 to 8:
1. C -0.1307
2. C -0.3126
3. C -0.1336
4. H 0.0667
5. H 0.0653
6. H 0.0664
7. H 0.0985
8. H 0.0707